Entry 1:
Entry from the Open Molecules 2025 dataset: C10H14N2 in the gas phase (ωB97M-V/def2-TZVPD).

```
! wB97M-V def2-TZVPD RIJCOSX def2/J DEFGRID3
* xyz 0 1
C -2.138 1.436 1.446
C -2.305 0.941 0.027
C -1.328 0.806 -0.854
C -1.258 0.332 -2.242
N 0.140 1.007 -0.102
N 1.032 1.999 -0.556
C 0.715 -0.240 0.205
C 0.008 -1.273 0.724
C 0.650 -2.458 1.100
C 2.040 -2.538 0.978
C 2.755 -1.473 0.468
C 2.095 -0.369 0.012
H -2.178 0.592 2.087
H -2.621 2.356 1.738
H -1.179 1.835 1.484
H -3.295 0.919 -0.275
H -2.200 0.002 -2.750
H -0.416 -0.360 -2.201
H -1.041 1.168 -2.883
H 1.712 1.559 -1.231
H 0.558 2.699 -1.020
H -1.016 -1.053 0.874
H 0.129 -3.317 1.555
H 2.601 -3.540 1.234
H 3.848 -1.638 0.438
H 2.694 0.607 -0.255
*
```

Computed properties:
gap between HOMO and LUMO = 8.4 eV
LUMO = 0.893 eV
energy above the lowest of the compared OMol25 structures with the same formula, charge and spin = 3.429 eV
SMILES string = C/C=C(/C)N(N)c1ccccc1
HOMO level = -7.52 eV

Entry 2:
Entry from the Open Molecules 2025 dataset: 8 unconnected molecules or ions with the total composition C14H28Cl10O3 (ωB97M-V/def2-TZVPD).

```
! wB97M-V def2-TZVPD RIJCOSX def2/J DEFGRID3
* xyz 0 1
C 1.088 -20.063 9.147
C 1.625 -20.103 10.564
C 2.656 -19.106 10.934
O 1.186 -20.968 11.377
H 0.037 -19.795 9.259
H 1.304 -20.956 8.560
H 1.530 -19.226 8.606
H 3.620 -19.527 10.646
H 2.686 -18.865 11.996
H 2.355 -18.205 10.400
C 9.081 -20.819 8.107
C 8.468 -22.175 8.541
C 9.470 -23.326 8.393
O 7.349 -22.330 8.997
H 9.469 -20.900 7.092
H 9.853 -20.816 8.876
H 8.336 -20.070 8.378
H 9.705 -23.525 7.347
H 9.260 -24.243 8.943
H 10.433 -22.946 8.736
C 6.650 -16.920 16.547
C 5.707 -16.719 17.689
C 6.168 -15.842 18.845
O 4.617 -17.228 17.710
H 7.643 -17.048 16.977
H 6.535 -15.981 16.005
H 6.395 -17.819 15.985
H 5.932 -16.425 19.736
H 5.486 -15.000 18.969
H 7.207 -15.516 18.808
Cl -1.419 -24.345 17.346
C -0.698 -22.884 16.724
Cl 0.396 -22.149 17.970
H -0.174 -23.007 15.775
H -1.532 -22.223 16.490
Cl 6.563 -22.910 14.575
C 5.082 -23.754 14.047
Cl 4.633 -24.972 15.252
H 4.241 -23.062 14.076
H 5.235 -24.233 13.080
Cl 8.935 -28.674 11.597
C 7.201 -29.082 11.795
Cl 6.319 -28.466 10.434
H 7.066 -30.160 11.700
H 6.725 -28.783 12.729
Cl 7.634 -24.537 20.505
C 6.121 -23.549 20.339
Cl 6.347 -22.071 21.312
H 6.081 -23.262 19.288
H 5.219 -24.112 20.579
Cl 11.841 -18.616 12.000
C 11.395 -20.002 13.053
Cl 12.545 -21.344 12.654
H 11.610 -19.625 14.053
H 10.328 -20.196 12.940
*
```

Computed properties:
gap between HOMO and LUMO = 9.7 eV
LUMO = 0.119 eV
energy above the lowest of the compared OMol25 structures with the same formula, charge and spin = 0.498 eV
SMILES string = CC(C)=O.CC(C)=O.CC(C)=O.ClCCl.ClCCl.ClCCl.ClCCl.ClCCl
HOMO level = -9.61 eV

Entry 3:
Entry from the Open Molecules 2025 dataset: a molecular structure, C22H52F6N2O24P4 (ωB97M-V/def2-TZVPD).

```
! wB97M-V def2-TZVPD RIJCOSX def2/J DEFGRID3
* xyz 0 1
C -0.828 1.729 2.663
N -2.080 1.144 2.103
O -2.070 1.050 0.848
O -3.004 0.780 2.834
H -0.403 2.419 1.933
H -0.184 0.856 2.758
H -0.987 2.276 3.592
C 1.977 3.418 2.440
N 1.335 3.098 3.718
O 0.919 1.975 3.955
O 1.222 4.068 4.512
H 1.609 2.683 1.724
H 3.035 3.209 2.595
H 1.656 4.393 2.072
C 2.077 6.578 -0.461
O 1.132 5.603 -0.934
P 1.473 4.029 -0.628
O 2.850 3.665 -0.249
O 0.421 3.696 0.490
C -0.972 3.623 0.168
O 0.869 3.166 -1.893
C 1.095 1.785 -2.028
H 2.474 7.065 -1.352
H 2.929 6.208 0.109
H 1.509 7.284 0.144
H -1.146 3.394 -0.883
H -1.560 4.500 0.438
H -1.615 2.921 0.698
H 1.634 1.595 -2.956
H 0.136 1.274 -2.111
H 1.675 1.332 -1.224
C -1.388 -0.087 -5.873
O -0.165 -0.552 -5.292
P 0.622 0.303 -4.107
O -0.200 0.387 -2.869
O 1.992 -0.527 -3.994
C 2.114 -1.636 -3.120
O 0.974 1.691 -4.844
C 0.211 2.789 -4.667
H -2.250 -0.702 -5.617
H -1.393 -0.110 -6.963
H -1.750 0.873 -5.505
H 1.214 -2.008 -2.630
H 2.793 -1.375 -2.308
H 2.569 -2.329 -3.827
H 0.865 3.660 -4.672
H -0.151 2.876 -3.643
H -0.546 2.938 -5.437
C -1.626 -2.318 2.192
O -2.814 -2.582 2.966
P -3.368 -4.074 3.380
O -3.626 -5.025 2.271
O -2.288 -4.498 4.501
C -2.418 -5.846 4.970
O -4.582 -3.589 4.345
C -5.690 -2.862 3.818
H -2.020 -1.924 1.255
H -1.177 -3.268 1.905
H -0.942 -1.659 2.728
H -2.780 -5.813 5.997
H -1.463 -6.371 4.987
H -3.080 -6.541 4.453
H -5.596 -1.816 4.109
H -6.607 -3.204 4.298
H -5.655 -2.872 2.729
C -2.979 -4.126 0.832
O -2.244 -3.266 0.046
P -2.102 -3.443 -1.588
O -2.284 -4.851 -2.039
O -0.629 -2.839 -2.003
C -0.517 -2.346 -3.368
O -3.241 -2.465 -2.273
C -4.600 -2.565 -1.869
H -3.951 -3.718 1.110
H -2.499 -4.307 1.794
H -3.091 -5.097 0.348
H -0.050 -1.361 -3.356
H -1.442 -2.277 -3.941
H 0.083 -3.079 -3.908
H -4.675 -3.321 -1.088
H -5.125 -2.895 -2.765
H -4.971 -1.595 -1.539
C 3.445 1.186 -0.394
C 4.966 1.051 -0.710
O 5.746 1.744 0.258
C 6.060 1.233 1.429
O 6.064 0.070 1.741
C 6.501 2.289 2.440
F 5.566 2.643 3.291
F 7.583 1.748 3.123
F 6.838 3.435 1.793
H 3.119 2.225 -0.337
H 3.089 0.704 0.516
H 2.960 0.776 -1.280
H 5.278 1.462 -1.670
H 5.233 -0.006 -0.693
C -1.300 -0.660 -0.936
C -0.539 -1.669 -0.175
O 0.218 -1.168 0.912
C 1.282 -0.340 0.735
O 1.701 0.155 -0.308
C 2.092 -0.092 2.057
F 3.329 -0.568 1.846
F 2.096 1.185 2.357
F 1.562 -0.740 3.077
H -1.798 0.122 -0.363
H -2.093 -1.207 -1.447
H -0.610 -0.196 -1.640
H 0.140 -2.136 -0.888
H -1.169 -2.441 0.266
*
```

Computed properties:
gap between HOMO and LUMO = 8.4 eV
LUMO = -0.126 eV
HOMO level = -8.48 eV

Entry 4:
Entry from the Open Molecules 2025 dataset: 2 unconnected molecules or ions with the total composition H6O5Si2 (ωB97M-V/def2-TZVPD).

```
! wB97M-V def2-TZVPD RIJCOSX def2/J DEFGRID3
* xyz 0 1
O 2.220 0.636 2.036
O -0.001 -0.383 3.301
O -0.426 -1.990 -1.919
O 0.222 0.280 -2.696
O -2.324 0.197 -1.851
Si 0.544 0.716 2.172
Si -0.721 -0.435 -1.630
H 2.667 1.297 1.599
H 0.203 -1.278 3.023
H 0.187 -2.239 -2.702
H 0.317 1.213 -2.752
H -2.960 -0.085 -1.198
H 0.073 2.070 2.619
*
```

Computed properties:
gap between HOMO and LUMO (spin up / spin down) = 7.3 / 6.9 eV
LUMO (spin up / spin down) = -0.309 / -0.559 eV
energy above the lowest of the compared OMol25 structures with the same formula, charge and spin = 2.954 eV
HOMO level (spin up / spin down) = -7.64 / -7.51 eV

These records have largest force on an atom values of 0.073; 0.089; 0.220; 0.076 hartree/bohr, in the order they appear.